2 unconnected molecules or ions with the total composition C16H11Cl4NO2S at a distorted geometry. Source: the Open Molecules 2025 dataset; level of theory: the ωB97M-V functional and the def2-TZVPD basis.

Each line ends with the Mulliken charge.
Positions of all 35 atoms, in Å:
Cl (-0.214, 1.493, 2.594)  -0.091
C (0.508, 0.001, 2.117)  -0.105
C (-0.250, -1.149, 2.048)  0.704
Cl (-1.926, -1.113, 1.702)  -0.156
C (0.287, -2.451, 2.421)  0.076
O (-0.393, -3.461, 2.569)  -0.555
C (1.820, -2.522, 2.655)  0.492
O (2.338, -3.559, 3.041)  -0.543
C (2.564, -1.288, 2.410)  0.015
Cl (4.245, -1.389, 2.653)  -0.143
C (1.940, -0.090, 2.114)  0.405
Cl (2.868, 1.323, 1.814)  -0.123
C (-3.138, 1.939, 0.993)  -1.087
S (-2.298, 1.639, -0.604)  0.380
C (-2.072, 3.402, -1.052)  -1.067
C (-0.660, 1.218, -0.350)  -1.153
C (-0.028, 0.242, -1.150)  1.040
C (1.341, 0.409, -1.525)  -0.544
C (1.943, -0.497, -2.374)  -0.733
C (1.243, -1.641, -2.789)  0.537
C (1.885, -2.628, -3.616)  -0.013
N (2.421, -3.431, -4.283)  -0.564
C (-0.086, -1.848, -2.385)  -0.941
C (-0.728, -0.911, -1.597)  -0.302
H (-3.364, 0.962, 1.431)  0.293
H (-2.490, 2.528, 1.651)  0.251
H (-4.060, 2.478, 0.747)  0.527
H (-2.165, 3.442, -2.140)  0.329
H (-2.857, 3.994, -0.568)  0.431
H (-1.080, 3.730, -0.721)  0.319
H (-0.062, 2.027, 0.062)  0.802
H (1.876, 1.301, -1.177)  0.366
H (2.974, -0.341, -2.702)  0.426
H (-0.613, -2.756, -2.687)  0.419
H (-1.770, -1.055, -1.301)  0.309

Calculated values
**Strongest force on any atom**: 0.0505 hartree/bohr
**HOMO-LUMO gap**: 4.59 eV
**DFT total energy**: -83276.22421 eV
**Energy relative to the best compared isomer or geometry (same formula, charge and spin)**: 22.3 kcal/mol
**Lowest unoccupied orbital energy**: -2.548 eV